Entry from the Open Molecules 2025 dataset: C28H25N3O4SiV as an isolated structure in a non-equilibrium geometry (the ωB97M-V functional and the def2-TZVPD basis).

Geometry as XYZ:
```
62
Properties=species:S:1:pos:R:3:forces:R:3:mulliken_charge:R:1
V 0.150 0.273 -0.083 -1.3 0.1 -0.8 0.28
O 1.339 0.085 1.102 1.8 -0.5 1.8 0.30
C 1.521 0.201 2.452 -0.3 0.1 -1.0 0.25
C 2.459 -0.567 3.108 0.1 0.0 0.3 -0.74
C 2.582 -0.401 4.482 0.0 0.0 -0.1 -0.49
C 1.790 0.514 5.172 0.0 0.0 0.0 -0.79
C 0.861 1.276 4.490 0.1 0.0 0.1 -0.80
C 0.705 1.121 3.111 -0.3 0.3 0.0 0.65
C -0.254 1.934 2.382 0.2 -0.1 0.3 -0.42
N -0.516 1.766 1.138 -0.3 0.3 -0.3 0.62
N -1.384 2.680 0.533 0.4 -0.4 0.3 -1.08
C -1.284 2.509 -0.743 0.3 -0.1 -0.3 0.57
O -0.428 1.609 -1.259 -0.3 0.4 0.2 0.41
C -2.082 3.299 -1.687 0.1 0.0 0.0 0.44
C -1.735 3.301 -3.035 -0.1 0.0 -0.1 -0.17
C -2.465 4.068 -3.930 0.0 0.0 0.0 -0.91
C -3.540 4.821 -3.480 0.0 0.0 0.0 -0.38
C -3.890 4.812 -2.134 0.0 0.0 0.0 -0.69
C -3.162 4.056 -1.233 0.0 0.0 0.0 -0.49
H 3.081 -1.257 2.556 0.0 0.0 0.0 0.50
H 3.311 -0.992 5.020 0.0 0.0 0.0 0.44
H 1.909 0.634 6.240 0.0 0.0 0.0 0.43
H 0.246 1.996 5.017 0.0 0.0 0.0 0.45
H -0.764 2.748 2.890 0.0 0.0 0.0 0.43
H -0.899 2.706 -3.376 0.0 0.0 0.0 0.40
H -2.193 4.080 -4.977 0.0 0.0 0.0 0.43
H -4.109 5.420 -4.179 0.0 0.0 0.0 0.40
H -4.732 5.397 -1.790 0.0 0.0 0.0 0.41
H -3.419 4.046 -0.183 0.0 0.0 0.0 0.44
N -0.926 -1.672 1.645 -0.1 0.1 -0.1 -0.46
C -1.492 -2.641 0.712 0.0 0.0 0.2 -0.68
C -1.253 -2.279 -0.741 0.3 0.7 0.0 0.39
O -1.508 -2.955 -1.677 0.0 -0.1 -0.1 -0.51
O -0.698 -1.017 -0.886 -0.6 -1.1 -0.5 -0.45
H -0.267 -2.116 2.270 0.0 0.1 0.0 0.22
H -1.640 -1.240 2.216 0.0 0.0 0.0 0.21
H -2.570 -2.753 0.830 0.0 0.0 0.0 0.33
H -1.057 -3.630 0.847 0.0 0.0 0.0 0.37
C 0.497 0.862 -6.192 0.0 0.0 0.0 -0.51
C -0.425 0.374 -5.274 0.0 0.0 0.1 -0.55
C -0.033 0.105 -3.971 0.0 -0.1 -0.2 -0.37
C 1.289 0.324 -3.576 -0.2 0.1 -0.1 0.68
C 2.210 0.808 -4.512 0.0 0.1 -0.1 -0.44
C 1.816 1.071 -5.816 0.0 0.0 0.0 -0.64
Si 1.947 0.041 -1.893 0.0 0.2 0.1 0.68
C 3.146 1.296 -1.313 0.2 0.2 0.0 0.56
C 2.807 2.655 -1.321 0.1 0.1 0.0 -0.02
C 3.720 3.608 -0.899 0.0 0.0 0.0 -0.82
C 4.983 3.217 -0.471 0.0 0.0 0.0 -0.45
C 5.335 1.875 -0.461 -0.1 0.0 0.0 -0.64
C 4.418 0.917 -0.877 0.0 0.1 0.1 -0.57
H 0.186 1.079 -7.206 0.0 0.0 0.0 0.41
H -1.451 0.201 -5.572 0.0 0.0 0.0 0.48
H -0.758 -0.284 -3.271 0.0 0.0 0.0 0.26
H 3.241 0.989 -4.226 0.0 0.0 0.0 0.38
H 2.536 1.441 -6.533 0.0 0.0 0.0 0.42
H 2.409 -1.324 -1.585 -0.1 -0.1 0.1 -0.25
H 1.829 2.969 -1.670 0.0 0.0 0.0 0.40
H 3.450 4.656 -0.911 0.0 0.0 0.0 0.44
H 5.699 3.964 -0.151 0.0 0.0 0.0 0.41
H 6.321 1.573 -0.133 0.0 0.0 0.0 0.42
H 4.701 -0.130 -0.863 0.0 0.0 0.0 0.41
```
Positions in Å, forces in eV/Å.

Properties
total charge = +1
2S+1 = 1
HOMO level = -11.5 eV
frontier orbital gap = 7.4 eV


Entry from the Open Molecules 2025 dataset: C24H32N2O7 as an isolated structure in a non-equilibrium geometry (the ωB97M-V functional and the def2-TZVPD basis).

Geometry as XYZ:
```
65
Properties=species:S:1:pos:R:3:forces:R:3:mulliken_charge:R:1
C -6.022 -2.489 -1.632 -2.6 -1.5 -6.5 -0.87
H -5.884 -2.757 -2.775 -2.0 0.1 1.5 0.23
H -6.622 -1.586 -1.571 -0.5 -0.3 0.4 0.34
H -6.322 -3.383 -1.146 -0.9 -0.4 0.8 0.36
O -4.733 -2.260 -1.514 3.5 2.6 7.4 -0.26
C -4.632 -1.825 -0.029 -1.2 -0.1 1.5 -0.05
O -5.550 -1.888 0.901 5.1 0.1 -6.3 -0.56
C -3.146 -1.338 0.077 -0.6 0.6 5.6 1.79
C -2.695 -0.309 -0.934 1.6 1.2 2.3 -0.38
H -2.811 -0.745 -1.854 -1.0 -0.3 -2.8 0.86
C -3.373 1.221 -0.594 -0.1 -8.4 -1.6 -2.18
N -3.151 1.573 0.631 3.4 0.2 8.9 0.13
C -1.860 1.934 0.937 0.0 6.6 5.4 0.54
O -1.489 2.376 2.224 -1.8 -3.8 -7.0 -0.67
O -1.264 2.543 -0.184 -0.4 -2.2 3.4 -0.19
C -0.042 3.186 0.174 -1.2 3.1 -7.3 2.04
C 0.427 3.379 -1.350 0.1 17.3 5.7 -2.09
H -0.390 4.152 -1.753 1.5 -1.5 0.3 0.33
H 1.468 4.130 -1.508 -2.9 -2.7 0.7 0.26
H 0.389 2.673 -1.871 -0.1 -11.2 -7.6 0.84
C -0.130 4.498 0.778 -0.5 3.7 7.1 -1.50
H -0.970 5.243 0.602 1.0 -1.4 -0.8 0.31
H 0.861 5.143 0.912 -1.9 -1.8 -0.9 0.30
H -0.411 4.319 2.069 1.0 0.3 -3.8 0.23
C 1.054 2.431 0.413 5.2 -8.2 9.0 -0.96
H 1.179 1.360 0.069 -0.4 1.7 -0.9 -0.10
H 0.796 1.836 1.678 1.1 1.8 -2.6 0.23
H 2.077 2.884 0.618 -1.7 -0.2 -0.6 0.25
C -3.698 0.565 1.848 1.4 1.8 -3.4 -1.34
H -3.370 0.986 2.789 -0.6 0.5 -0.1 0.53
C -2.994 -0.686 1.572 -0.3 -3.5 0.5 -0.81
H -3.537 -1.493 2.195 1.0 1.2 -0.5 0.55
H -1.922 -0.690 1.920 -1.0 0.2 -0.6 0.39
H -4.722 0.433 1.565 -0.8 0.4 0.7 0.45
H -2.973 1.692 -1.320 2.6 4.3 -4.6 0.79
H -4.357 1.139 -0.689 -4.4 -0.5 -1.1 0.91
H -1.538 -0.194 -0.902 -1.9 0.1 0.5 -0.38
C -2.313 -2.657 0.337 -2.0 -0.1 -8.7 -1.47
C -0.889 -2.440 0.400 -2.4 -1.6 3.1 0.23
C 0.065 -1.885 -0.253 6.8 -0.1 -3.6 0.32
C 1.356 -2.107 0.721 -11.6 0.0 1.7 0.39
N 0.734 -2.418 1.965 3.4 -0.4 -4.0 -0.66
O -0.542 -2.813 1.656 0.9 1.1 0.8 -0.19
C 2.611 -1.779 0.382 0.6 5.9 -7.0 -0.39
C 3.509 -1.996 1.203 10.6 -5.0 8.8 0.14
C 5.106 -1.794 1.140 -8.5 0.3 -2.1 -1.25
C 5.441 -1.059 0.120 2.1 1.1 0.8 0.79
C 4.547 -0.655 -0.813 -6.4 2.9 -4.1 -0.68
C 3.104 -0.747 -0.832 0.0 -4.6 4.4 0.64
O 1.989 -0.348 -1.552 4.7 0.5 -1.9 -0.14
C 2.531 0.446 -2.733 0.3 -2.1 -0.5 -1.11
H 1.614 0.645 -3.290 0.5 0.4 -0.1 0.33
H 3.402 -0.055 -3.439 -2.5 0.5 2.0 0.26
H 3.007 1.258 -2.245 0.1 1.3 -0.1 0.47
H 4.895 0.033 -1.546 0.7 0.4 -0.6 0.41
O 6.679 -0.461 0.041 -6.2 0.4 -6.2 -0.39
C 7.622 -1.018 0.660 4.9 -0.4 9.4 -0.94
H 8.490 -0.528 0.393 2.3 0.4 -1.0 0.38
H 7.493 -0.470 1.757 0.8 -1.5 -1.1 0.31
H 7.882 -2.059 1.063 -1.4 0.6 -1.9 0.30
H 5.715 -2.155 1.802 2.9 -1.9 4.0 0.61
H 3.326 -2.667 2.195 -0.1 1.7 -2.5 0.21
H 0.244 -1.716 -1.440 -0.9 -0.3 3.5 0.27
H -2.565 -3.085 -0.843 1.2 0.5 2.6 0.33
H -2.696 -3.522 0.807 -0.6 -0.1 1.6 0.50
```
Positions in Å, forces in eV/Å.

Properties
2S+1 = 1
HOMO level = -8.5 eV
frontier orbital gap = 8.7 eV


Entry from the Open Molecules 2025 dataset: C31H27Cl2CrNO6P as an isolated structure in a non-equilibrium geometry (the ωB97M-V functional and the def2-TZVPD basis).

Geometry as XYZ:
```
69
Properties=species:S:1:pos:R:3:forces:R:3:mulliken_charge:R:1
Cr 1.262 0.359 1.276 0.1 -1.6 -1.4 -0.14
O 1.859 4.634 -0.962 -1.1 2.6 -2.8 -0.51
C 1.614 3.520 -0.365 -0.5 -3.8 0.3 0.27
O 0.986 2.632 -0.959 1.2 1.7 2.0 -0.46
C 2.328 3.470 0.993 0.4 -0.7 -0.6 0.63
C 2.790 4.680 1.584 -0.6 -1.2 -1.1 -0.81
C 3.396 4.641 2.812 -0.4 -2.2 1.4 -0.60
C 3.594 3.328 3.368 0.3 -0.3 -1.1 -0.82
C 3.173 2.161 2.682 -0.2 2.1 -0.8 0.49
N 2.531 2.232 1.449 0.1 1.4 2.7 0.67
C 3.353 0.789 3.318 -0.7 -1.3 -1.9 0.33
O 4.214 0.609 4.171 -0.3 0.3 0.1 -0.77
O 2.587 -0.088 2.736 0.9 1.2 1.4 -0.28
H 1.268 4.554 -1.782 1.2 0.4 1.2 0.38
H 2.667 5.527 0.937 -0.2 0.6 0.5 0.48
H 3.518 5.498 3.475 0.5 0.0 -0.6 0.35
H 4.220 3.110 4.247 -0.7 0.4 -0.2 0.44
C -2.939 -2.335 -2.705 0.7 0.6 0.3 -1.45
C -2.717 -0.880 -3.033 0.4 1.4 -0.3 1.54
C -3.473 -0.288 -4.093 0.5 -0.5 0.3 -0.67
C -3.143 0.924 -4.684 1.0 0.0 2.0 -0.77
C -2.106 1.653 -4.079 -0.7 0.2 -1.1 -0.45
C -1.368 1.128 -3.035 0.8 0.9 0.1 -1.02
C -1.661 -0.101 -2.452 0.3 -1.1 -0.5 0.40
P -0.477 -0.507 -1.004 -0.2 2.0 1.1 1.50
C -1.183 -1.651 0.126 -2.4 -2.0 0.1 -0.49
C -0.175 -2.605 0.800 0.5 2.1 -1.6 1.15
C -0.805 -3.741 1.471 -0.5 -1.2 1.1 -1.10
C -2.053 -3.648 2.038 1.0 -0.2 -1.3 -0.55
C -2.872 -2.602 1.644 -1.9 1.2 0.1 -1.08
C -2.491 -1.675 0.655 1.8 -0.2 -0.2 1.52
C -3.586 -0.763 0.250 -0.3 1.6 0.0 -2.04
C 1.012 -1.306 -1.673 0.0 -0.5 -0.7 0.24
C 0.709 -2.259 -2.650 0.4 -0.2 -0.3 -0.76
C 1.604 -3.280 -2.868 0.5 -1.0 -1.1 -0.84
C 2.829 -3.272 -2.216 0.7 -1.0 0.0 -0.47
C 3.245 -2.267 -1.365 -1.2 0.2 -0.1 -0.93
C 2.325 -1.209 -1.091 -0.4 -1.1 -0.7 1.35
C 2.710 -0.118 -0.235 0.4 0.3 1.5 -0.87
H -3.445 -2.744 -3.553 -0.4 -0.7 -0.5 0.56
H -3.528 -2.483 -1.806 0.1 -0.1 0.1 0.18
H -1.952 -2.812 -2.579 -0.7 0.0 0.1 0.20
H -4.322 -0.821 -4.500 0.0 -0.4 -0.1 0.39
H -3.627 1.346 -5.535 -0.6 0.0 -0.4 0.39
H -1.964 2.660 -4.480 0.6 -0.3 0.2 0.34
H -0.463 1.685 -2.701 -1.0 -0.4 0.1 0.13
H 0.540 -2.919 0.016 -0.2 -0.4 0.3 -0.54
H -0.126 -4.557 1.679 -0.1 -0.3 0.2 0.24
H -2.514 -4.424 2.610 0.1 -0.6 0.5 0.38
H -3.940 -2.504 1.965 1.0 -0.3 0.0 0.12
H -4.126 -0.456 1.165 0.0 -0.2 -0.4 0.57
H -4.295 -1.233 -0.445 0.0 0.2 0.1 0.21
H -3.226 0.193 -0.184 -0.1 -0.5 0.0 0.24
H -0.195 -2.185 -3.268 0.2 -0.1 0.6 0.51
H 1.464 -4.139 -3.564 -0.3 0.9 0.4 0.28
H 3.464 -4.141 -2.442 0.0 0.4 0.3 0.27
H 4.214 -2.325 -0.862 -0.3 0.3 -0.2 0.34
H 2.777 0.820 -0.783 0.0 0.1 -0.1 0.36
H 3.660 -0.336 0.318 -0.6 0.3 -0.6 0.10
C 0.606 -1.687 1.678 2.2 1.3 1.2 -1.54
H 0.087 -1.218 2.518 -0.5 -0.7 0.1 0.50
H 1.611 -2.007 2.041 -0.7 -0.4 -0.3 0.54
Cl -3.046 2.966 2.745 0.3 -0.6 0.6 -0.24
C -1.686 2.273 3.843 -2.1 -0.5 0.0 0.00
Cl -2.209 0.831 4.754 0.0 0.2 -0.4 -0.21
C -0.514 2.116 2.889 -0.6 -1.3 -0.2 0.10
O 0.020 3.225 2.839 1.4 -0.6 -1.1 -0.60
O -0.379 0.957 2.295 0.1 3.4 1.6 -0.06
H -1.632 3.067 4.570 0.7 0.0 -0.1 0.38
```
Positions in Å, forces in eV/Å.

Properties
total charge = -2
2S+1 = 4
expectation value of S² = 3.997
HOMO level (alpha / beta) = 1.0 / 1.0 eV
frontier orbital gap (alpha / beta) = 3.1 / 3.1 eV


Entry from the Open Molecules 2025 dataset: C24H45BrLaP2 as an isolated structure in a non-equilibrium geometry (the ωB97M-V functional and the def2-TZVPD basis).

Geometry as XYZ:
```
73
Properties=species:S:1:pos:R:3:forces:R:3:mulliken_charge:R:1
La 0.153 -0.280 0.356 0.3 -1.1 -0.1 1.03
C -0.496 -2.597 -0.867 1.4 -0.3 -0.4 0.16
C -0.079 -1.708 -1.896 1.1 0.0 0.5 0.42
C 1.793 -2.315 -0.689 -1.0 -0.4 -0.4 0.42
C 0.670 -3.037 -0.179 0.0 0.5 -0.8 1.09
C 1.349 -1.528 -1.772 -1.3 -0.8 0.1 0.71
C -1.867 -3.123 -0.711 -0.3 -0.2 0.0 -1.54
H -2.577 -2.317 -0.893 -0.4 -0.1 0.0 0.23
H -2.014 -3.506 0.299 -0.2 -0.1 -0.1 0.35
H -2.065 -3.930 -1.432 -0.1 0.2 0.2 0.32
C 0.777 -4.240 0.674 0.1 0.0 0.7 -1.56
H -0.225 -4.581 0.955 0.3 -0.2 0.1 0.46
H 1.333 -3.956 1.579 -0.2 -0.5 -0.1 0.25
H 1.319 -5.063 0.169 -0.3 0.4 0.1 0.31
C 3.213 -2.553 -0.351 0.3 0.0 0.1 -1.68
H 3.697 -3.207 -1.093 -0.1 0.2 0.2 0.30
H 3.292 -3.001 0.639 0.2 0.0 -0.1 0.41
H 3.733 -1.592 -0.347 0.3 -0.2 0.1 0.17
C 2.228 -0.867 -2.755 0.2 0.4 -0.1 -1.52
H 2.459 -1.526 -3.609 -0.2 0.3 0.2 0.28
H 3.172 -0.599 -2.278 0.0 0.1 -0.2 0.46
H 1.733 0.039 -3.109 0.3 0.1 -0.4 0.21
C -0.937 -1.291 -3.027 -0.6 0.3 -0.5 -1.12
H -1.113 -2.132 -3.735 0.1 0.6 0.4 0.27
H -0.496 -0.449 -3.578 -0.2 -0.3 0.0 0.44
H -1.918 -0.959 -2.651 0.1 -0.1 -0.4 0.15
C -1.765 2.252 0.075 -0.1 0.3 0.1 -0.32
C -2.382 1.428 -0.774 -0.2 -0.2 0.1 -0.11
C -3.100 1.974 -1.983 -0.7 -0.4 -0.3 -1.40
C -2.238 2.527 -3.163 -0.1 -0.2 -0.7 -1.01
C -0.742 2.526 -2.983 -0.2 -0.2 0.0 -0.28
C -0.163 3.382 -2.146 0.0 0.1 0.5 -0.40
C -1.001 4.343 -1.333 0.5 0.6 -0.1 -0.83
C -1.817 3.746 -0.149 0.1 0.5 0.7 -1.36
H -3.799 2.788 -1.710 0.3 -0.5 0.3 0.45
H -2.613 3.544 -3.400 0.3 -0.5 0.0 0.40
H -3.726 1.174 -2.414 0.2 0.3 0.4 0.42
H -2.859 4.096 -0.282 0.4 -0.5 0.2 0.37
H -1.279 1.931 1.022 -0.4 0.1 -0.5 0.80
H -2.480 0.336 -0.604 0.2 0.5 0.0 0.80
H -1.453 4.249 0.764 -0.3 -0.3 -0.3 0.39
H -0.325 5.089 -0.883 -0.3 -0.1 -0.4 0.37
H 0.913 3.424 -1.949 -0.2 -0.2 -0.4 0.47
H -1.707 4.905 -1.977 0.5 -0.3 0.2 0.38
H -2.469 1.889 -4.031 0.1 0.4 0.2 0.33
H -0.218 1.757 -3.557 0.2 0.5 0.2 0.54
P -1.332 -1.181 2.648 -0.9 -0.7 0.5 0.49
C -1.258 -2.897 3.268 0.5 0.0 -0.1 -1.20
H -1.804 -3.031 4.195 -0.2 0.1 0.1 0.54
H -0.203 -3.121 3.428 -0.3 -0.1 0.2 0.31
H -1.611 -3.601 2.517 -0.2 0.1 0.0 0.28
C -1.010 -0.138 4.105 0.2 0.2 0.0 -1.23
H -1.591 -0.446 4.968 -0.2 -0.1 0.1 0.41
H -1.229 0.906 3.884 -0.2 0.1 0.0 0.37
H 0.048 -0.188 4.354 0.0 -0.2 0.0 0.37
C -3.122 -1.005 2.349 -0.1 0.1 0.0 -1.30
H -3.372 0.034 2.142 -0.1 0.1 0.1 0.37
H -3.699 -1.365 3.195 -0.2 0.0 0.1 0.47
H -3.388 -1.581 1.461 0.0 -0.1 0.0 0.30
P 2.449 1.270 1.073 1.9 -0.1 0.7 1.05
C 3.485 1.609 -0.390 -0.4 0.5 -0.4 -1.26
H 3.972 2.576 -0.345 0.2 0.2 0.0 0.49
H 2.873 1.556 -1.290 0.0 0.2 -0.1 0.16
H 4.246 0.832 -0.488 -0.1 0.0 0.2 0.39
C 1.876 2.764 1.954 -0.2 0.3 -0.2 -1.21
H 1.435 3.519 1.308 0.0 0.1 -0.2 0.30
H 2.668 3.213 2.543 0.2 0.1 0.0 0.46
H 1.084 2.459 2.642 0.1 -0.1 0.1 0.30
C 3.784 0.724 2.210 -0.4 -0.4 0.1 -1.58
H 4.612 1.430 2.266 -0.1 0.2 -0.2 0.47
H 4.135 -0.246 1.852 0.1 0.1 0.1 0.36
H 3.360 0.550 3.200 0.1 0.1 0.0 0.43
Br 1.678 -1.681 2.731 0.3 0.7 -0.4 -0.56
```
Positions in Å, forces in eV/Å.

Properties
total charge = +1
2S+1 = 1
HOMO level = -10.4 eV
frontier orbital gap = 7.6 eV


Entry from the Open Molecules 2025 dataset: C4H7O2Pd as an isolated structure in a non-equilibrium geometry (the ωB97M-V functional and the def2-TZVPD basis).

Geometry as XYZ:
```
14
Properties=species:S:1:pos:R:3:forces:R:3:mulliken_charge:R:1
H 1.571 1.290 0.625 0.8 -0.1 3.4 0.37
O 1.633 0.916 1.631 2.3 6.2 -2.6 -0.41
C 1.134 -0.235 1.488 -0.6 -4.3 -0.9 -0.33
C -0.019 -0.219 0.585 -2.6 -0.4 0.2 0.49
C 0.051 -0.809 -0.828 0.0 -0.3 0.0 -0.17
C -1.161 -0.369 -1.625 0.5 1.8 -0.1 -0.13
O -1.083 0.164 -2.704 -0.2 -0.7 0.4 -0.43
Pd -1.682 2.790 0.891 0.3 -0.5 -0.1 0.78
H 1.880 -1.037 1.412 -0.5 -0.4 0.3 0.35
H -0.355 0.928 0.520 0.2 -1.1 0.1 -1.06
H -0.820 -0.734 1.153 -0.2 0.4 -0.5 0.54
H 0.001 -1.908 -0.755 0.3 0.3 0.0 0.33
H 0.959 -0.483 -1.348 -0.2 -0.3 -0.1 0.25
H -2.110 -0.293 -1.045 -0.1 -0.6 -0.2 0.41
```
Positions in Å, forces in eV/Å.

Properties
total charge = +1
2S+1 = 3
expectation value of S² = 2.004
HOMO level (alpha / beta) = -11.4 / -13.6 eV
frontier orbital gap (alpha / beta) = 4.3 / 5.2 eV


One value per record, in order, for E: -75662.6336; -42697.8079; -109113.7293; -115093.9355; -11822.5034 eV.